# 1
ORCA calculation (ωB97M-V/def2-TZVPD) on a cluster of 6 separate species, C31H60Cl2O12 in total.

spin multiplicity = 1
E = -82728.30100 eV
SMILES = O=C1CC(Cl)(Cl)[C@@H](Cc2ccccc2)O1.COCCOC.COCCOC.COCCOC.COCCOC.COCCOC
net charge = 0

Cartesian coordinates (Å):
O  3.11902  -2.77740  8.16425
C  -0.83887  -2.91942  8.00135
H  1.20040  -1.02632  2.36645
H  7.01053  0.42488  4.15421
H  9.16954  2.94471  4.67967
O  -0.68812  -1.30789  3.16447
H  9.01461  1.65401  3.47775
H  -1.76232  -4.30702  6.69234
O  7.25074  2.47519  4.20951
C  -7.05601  1.29100  -11.50763
H  -2.97765  -0.42271  -3.79295
O  -6.80197  1.28541  -8.26464
H  2.28204  -1.31869  -2.46749
H  -2.84348  1.23354  -4.41060
C  8.60454  2.61510  3.80203
C  5.33806  -2.76595  7.50431
H  7.01033  4.89420  0.99746
O  8.13554  3.23323  1.50235
C  -0.98817  -3.54812  6.78929
H  2.42195  -2.67198  -4.48029
H  -0.34522  -3.74297  4.72496
H  -1.55653  -2.54029  -4.56014
C  0.81529  -2.31160  5.84541
H  -6.47544  0.61035  -12.12875
H  8.34914  4.61694  3.03836
C  -6.75668  3.03821  -9.94248
H  -3.02672  2.51340  -1.05490
H  -7.54735  0.71442  -10.72018
H  -1.47743  -3.12753  8.85357
C  -2.39226  0.41890  3.13122
Cl  5.49038  -0.37665  6.08011
O  0.13335  -1.45992  -4.05168
C  0.15242  -1.62176  -2.63812
H  1.46717  -2.03478  5.02766
C  -3.16518  2.40374  -2.13555
H  -5.09104  0.32530  -7.60713
H  -6.33365  -0.69236  -8.36348
H  -2.63429  1.39316  3.56782
O  1.85638  -3.34915  -2.59083
O  -4.55593  3.18799  -3.96285
H  -0.26718  -2.46115  -5.77776
O  4.03416  -4.86716  7.90125
H  -4.12202  -0.50668  1.22353
H  6.07562  -3.37143  6.98462
C  0.15117  -1.99389  8.14468
C  -0.21860  -3.27824  5.69473
O  -6.16925  2.25842  -10.97399
C  0.18847  -1.30914  2.05236
H  -7.81406  1.77568  -12.13224
O  -2.43009  0.57462  1.72004
Cl  4.09786  -2.77164  5.21210
C  -0.47184  -2.55868  -4.71238
C  6.62800  1.32290  3.66527
H  -5.31448  0.34291  -9.38091
H  5.55903  1.39921  3.85554
H  -6.71136  3.26418  -7.82053
H  6.78776  1.24834  2.58667
C  2.13853  -0.72719  7.20220
C  -5.55987  2.28473  -4.39156
H  1.85071  0.05701  7.90952
C  -3.03943  -0.52400  1.06019
H  -6.42746  4.07086  -10.09442
C  6.87690  3.84516  1.28277
C  -1.01606  0.00212  3.60391
H  3.82891  -0.95338  8.55261
C  4.53758  -1.76423  6.64119
C  4.11901  -3.67208  7.85720
H  6.38727  3.32045  0.46356
C  0.97606  -1.72326  7.07459
H  -3.14825  -0.29792  3.46498
C  -4.38539  3.19638  -2.55272
H  -5.43858  1.29792  -3.93820
H  -0.15208  -0.62905  1.26714
H  -0.61025  -2.33734  -2.31661
H  -1.01051  -0.01763  4.69923
C  1.52332  -2.04096  -2.15123
C  -5.82554  0.26952  -8.41819
H  -6.55100  2.68126  -4.14636
C  -6.30374  2.58074  -8.57226
H  3.75623  -3.06932  -3.36089
H  0.21880  -2.32143  1.64937
H  -7.84840  3.01926  -10.01358
H  5.59191  -2.34566  8.48190
H  6.23871  3.78675  2.16782
H  -1.56653  0.55892  -3.35646
C  8.75215  3.65392  2.71050
C  3.43258  -1.45675  7.66312
H  -0.25990  0.72301  3.27688
H  -0.06886  -3.51179  -4.36271
H  -2.26771  2.78572  -2.63125
H  -0.09330  -0.64831  -2.20150
H  2.28544  -0.22246  6.24167
H  9.81694  3.79015  2.49682
H  0.35470  -1.45176  9.06410
H  -2.63111  -1.47812  1.40283
C  2.75049  -3.35143  -3.69018
H  -5.28070  2.81800  -2.05008
H  1.51529  -2.06312  -1.05641
H  -5.48377  2.18258  -5.47375
H  -4.24654  4.23963  -2.25217
O  -3.33245  1.01595  -2.39255
C  -2.64121  0.58606  -3.55414
H  -5.21256  2.60625  -8.49569
H  2.78581  -4.36319  -4.09151
H  -2.84646  -0.42141  -0.00754

Cartesian forces (eV/Å) of the 6 atoms listed first:
-0.3 -0.9 -0.3
-0.2 0.2 0.9
0.0 0.0 -0.1
0.1 -0.1 -0.2
0.1 0.0 0.0
0.1 0.1 -0.3

# 2
ORCA calculation (ωB97M-V/def2-TZVPD) on a structure of composition C9H6GaN2O5S.

spin multiplicity = 1
E = -85822.97559 eV
net charge = +3

Cartesian coordinates (Å):
O  4.32917  1.04653  -2.95104
Ga  1.68611  0.60857  -1.47087
C  -2.12202  -1.17846  2.37934
C  2.19978  1.90946  -0.16866
H  -4.07790  0.41107  1.55002
C  -0.90096  -1.81510  2.44229
O  2.50885  2.69223  0.61478
C  0.87073  1.98162  -2.52074
O  0.38014  2.80767  -3.15240
C  1.17239  -0.69224  -2.77314
C  3.33633  0.88197  -2.39495
C  -3.18499  0.54494  0.90339
O  2.99217  -1.59031  0.21069
O  0.86326  -1.47496  -3.55646
N  -2.09093  -0.32251  1.34269
C  -0.86043  -0.43960  0.79301
H  -2.97112  -1.33527  3.03164
H  -2.86497  1.60724  0.95041
H  0.84774  -1.67006  1.25776
C  2.50146  -0.76434  -0.42099
S  -0.42499  0.41782  -0.53134
H  -0.60765  -2.56917  3.15945
N  -0.11748  -1.35236  1.44761
H  -3.46469  0.29527  -0.14250

Cartesian forces (eV/Å) of the 6 atoms listed first:
-4.3 -0.7 2.4
-3.0 -0.6 2.0
0.7 -1.4 1.2
2.4 6.1 6.1
0.8 -0.1 -0.3
-1.3 -0.8 1.6

# 3
ORCA calculation (ωB97M-V/def2-TZVPD) on a cluster of 2 separate species, C3F10N in total.

spin multiplicity = 1
E = -31760.69395 eV
net charge = +1
ΔE to the lowest compared entry with this formula, charge and spin = 373.1 kJ/mol

Cartesian coordinates (Å):
F  1.11216  1.73180  -0.38019
C  0.85627  -1.02517  0.69474
C  -0.66299  -0.44287  -1.25656
F  0.30255  -2.18287  0.98225
F  0.33385  1.64097  1.61840
N  -0.15791  -0.04347  0.10406
C  0.11145  1.44968  0.39752
F  0.24177  0.04467  -2.06795
F  -1.86261  0.10434  -1.47025
F  1.50731  -0.54746  1.64107
F  -0.70230  -1.71840  -1.26051
F  -0.92684  2.21547  -0.00697
F  1.57986  -1.22421  -0.39425
F  -1.88159  -0.09042  1.56481

Cartesian forces (eV/Å) of the 6 atoms listed first:
1.1 -0.1 0.0
-0.7 -3.0 -2.1
-1.8 1.2 -1.0
-0.5 0.9 0.5
0.4 -0.2 1.8
-2.7 0.9 3.8

# 4
ORCA calculation (ωB97M-V/def2-TZVPD) on a structure of composition C4H8N2O.

spin multiplicity = 1
E = -9304.67449 eV
net charge = 0
ΔE to the lowest compared entry with this formula, charge and spin = 165.8 kJ/mol

Cartesian coordinates (Å):
C  1.12422  -0.32511  -0.72601
H  -0.38902  0.76328  -1.80406
O  1.46236  0.69610  0.12422
N  1.75586  -1.35592  -1.07190
H  -1.48923  0.73555  1.80082
C  -0.42166  0.54715  1.66009
H  2.67782  -1.37353  -0.63498
H  -0.11465  2.10620  0.17085
H  -0.24910  -0.53002  1.76324
C  -0.30251  0.13991  -0.90836
H  0.14257  1.06149  2.44375
H  -1.04274  -1.71021  -0.55344
N  -1.38773  -0.79926  -0.83957
H  -1.81048  -0.91663  -1.75343
C  0.04667  1.03327  0.31017

Cartesian forces (eV/Å) of the 6 atoms listed first:
0.2 -0.5 -0.2
0.1 -0.1 0.1
0.1 -0.1 0.0
-0.2 0.5 0.2
0.1 0.0 -0.1
0.0 0.0 0.0

> E of number 2 (C9H6GaN2O5S)?

-85822.97559 eV

Please write out number 2 again, unchanged.
ORCA calculation (ωB97M-V/def2-TZVPD) on a structure of composition C9H6GaN2O5S.

spin multiplicity = 1
E = -85822.97559 eV
net charge = +3

Cartesian coordinates (Å):
O  4.32917  1.04653  -2.95104
Ga  1.68611  0.60857  -1.47087
C  -2.12202  -1.17846  2.37934
C  2.19978  1.90946  -0.16866
H  -4.07790  0.41107  1.55002
C  -0.90096  -1.81510  2.44229
O  2.50885  2.69223  0.61478
C  0.87073  1.98162  -2.52074
O  0.38014  2.80767  -3.15240
C  1.17239  -0.69224  -2.77314
C  3.33633  0.88197  -2.39495
C  -3.18499  0.54494  0.90339
O  2.99217  -1.59031  0.21069
O  0.86326  -1.47496  -3.55646
N  -2.09093  -0.32251  1.34269
C  -0.86043  -0.43960  0.79301
H  -2.97112  -1.33527  3.03164
H  -2.86497  1.60724  0.95041
H  0.84774  -1.67006  1.25776
C  2.50146  -0.76434  -0.42099
S  -0.42499  0.41782  -0.53134
H  -0.60765  -2.56917  3.15945
N  -0.11748  -1.35236  1.44761
H  -3.46469  0.29527  -0.14250

Cartesian forces (eV/Å) of the 6 atoms listed first:
-4.3 -0.7 2.4
-3.0 -0.6 2.0
0.7 -1.4 1.2
2.4 6.1 6.1
0.8 -0.1 -0.3
-1.3 -0.8 1.6